# 1
A molecular structure, C27H30FN6O4PtS2Se. Source: OMol25; level of theory: ωB97M-V with the def2-TZVPD basis set.

CARTESIAN COORDINATES (ANGSTROEM)
Pt 0.601 0.327 -0.548
C -0.053 2.130 -3.195
N 0.314 2.410 -1.788
C -0.831 3.075 -1.115
C -0.800 3.025 0.398
N -0.943 1.667 0.952
C -0.490 1.655 2.364
C -2.278 1.135 0.825
C -3.252 1.491 1.740
C -4.540 0.965 1.675
C -4.896 0.081 0.659
C -3.958 -0.265 -0.284
C -2.631 0.227 -0.208
S -1.537 -0.393 -1.365
C 1.532 3.182 -1.695
C 1.770 4.226 -2.572
C 2.919 5.003 -2.472
C 3.855 4.761 -1.471
C 3.632 3.735 -0.579
C 2.490 2.918 -0.693
S 2.388 1.593 0.390
H -0.449 3.019 -3.693
H -0.823 1.365 -3.215
H 0.813 1.765 -3.737
H -1.736 2.587 -1.480
H -0.879 4.123 -1.428
H -1.587 3.685 0.782
H 0.150 3.420 0.763
H -0.952 2.462 2.943
H 0.588 1.797 2.393
H -0.720 0.694 2.809
H -3.009 2.179 2.539
H -5.268 1.251 2.423
H -5.896 -0.330 0.613
H -4.209 -0.944 -1.090
H 1.049 4.458 -3.345
H 3.073 5.813 -3.175
H 4.745 5.372 -1.388
H 4.340 3.527 0.214
C 4.215 -1.864 -0.329
N 3.436 -2.669 -1.259
C 3.353 -4.045 -1.253
C 2.428 -4.386 -2.171
N 1.956 -3.210 -2.720
C 0.886 -3.105 -3.706
C 2.571 -2.163 -2.148
Se 2.283 -0.359 -2.518
H 4.891 -2.520 0.212
H 3.541 -1.374 0.370
H 4.783 -1.116 -0.873
H 3.954 -4.657 -0.602
H 2.072 -5.353 -2.482
H 0.556 -4.109 -3.958
H 1.242 -2.601 -4.599
H 0.057 -2.542 -3.284
F -4.661 -2.068 2.534
C -3.430 -2.302 3.007
C -2.507 -2.901 2.262
N -1.231 -3.163 2.718
C -0.195 -3.419 1.732
C 0.170 -2.127 1.011
O 0.896 -2.192 -0.015
O -0.310 -1.069 1.465
C -0.820 -2.730 3.967
O 0.315 -2.853 4.373
N -1.826 -2.168 4.733
C -3.133 -1.849 4.357
O -3.878 -1.236 5.084
H -2.727 -3.203 1.246
H -0.547 -4.157 1.013
H 0.686 -3.807 2.233
H -1.548 -1.871 5.656

The value obtained for the energy above the lowest of the compared OMol25 structures with the same formula, charge and spin is 0.0 kcal per mole. Its spin multiplicity is 5. The expectation value of S² is 6.051. Its charge is +1.

Results of the Mulliken charge analysis, in e, for atoms 1 through 2: number 1, Pt, carries 2.632; number 2, C, carries -1.323



# 2
CH3F2PS in the gas phase. Source: OMol25; level of theory: ωB97M-V with the def2-TZVPD basis set.

CARTESIAN COORDINATES (ANGSTROEM)
F 1.852 0.003 -1.230
C 1.309 -0.393 -0.076
F 1.697 0.592 0.872
P -0.497 -0.476 0.064
S -1.916 0.919 -0.236
H -0.894 -1.546 -0.653
H -0.569 -0.922 1.279
H -0.983 1.823 -0.020

The value obtained for the energy above the lowest of the compared OMol25 structures with the same formula, charge and spin is 108.6 kcal per mole. As for the SMILES: FC(F)=[PH2]S.

Results of the Mulliken charge analysis, in e, for atoms 1 through 2: number 1, F, carries -0.181; number 2, C, carries 0.039



# 3
C5H6O2 in the gas phase. Source: OMol25; level of theory: ωB97M-V with the def2-TZVPD basis set.

CARTESIAN COORDINATES (ANGSTROEM)
C -1.482 1.462 -2.186
C -0.641 1.181 -1.369
C 0.381 0.777 -0.396
O 1.355 1.459 -0.178
C 0.065 -0.541 0.317
C 1.191 -0.987 1.222
O -1.095 -0.335 1.107
H -2.208 1.753 -2.914
H -0.126 -1.297 -0.462
H 0.895 -1.893 1.757
H 1.422 -0.205 1.950
H 2.091 -1.190 0.634
H -1.846 -0.183 0.517

The value obtained for the energy above the lowest of the compared OMol25 structures with the same formula, charge and spin is 53.0 kcal per mole. As for the SMILES: C#CC(=O)[C@@H](C)O.

Results of the Mulliken charge analysis, in e, for atoms 1 through 2: number 1, C, carries 0.408; number 2, C, carries -0.554



# 4
2 unconnected molecules or ions with the total composition H2NO3S. Source: OMol25; level of theory: ωB97M-V with the def2-TZVPD basis set.

CARTESIAN COORDINATES (ANGSTROEM)
N -0.324 -0.291 -2.025
O -0.646 1.374 1.776
O -0.823 -1.009 1.279
O 1.405 -0.031 1.402
S 0.001 0.191 1.206
H 0.291 0.258 -2.482
H 0.096 -0.492 -1.155

The value obtained for the energy above the lowest of the compared OMol25 structures with the same formula, charge and spin is 79.8 kcal per mole. Its charge is -1.

Results of the Mulliken charge analysis, in e, for atoms 1 through 2: number 1, N, carries -0.525; number 2, O, carries -0.542



# 5
A molecular structure, C4H13NOP. Source: OMol25; level of theory: ωB97M-V with the def2-TZVPD basis set.

CARTESIAN COORDINATES (ANGSTROEM)
C 1.159 1.481 -0.860
C 0.516 1.030 1.421
C 0.731 -2.220 0.426
C -0.575 -0.293 -0.403
N 0.042 1.139 0.016
O -0.456 -1.270 0.562
P -2.923 -0.011 -0.393
H 1.770 0.623 -0.898
H 0.814 1.755 -1.924
H 1.816 2.312 -0.370
H 1.451 1.511 1.439
H -0.126 1.435 2.173
H 0.510 -0.049 1.695
H 1.625 -1.632 0.700
H 0.951 -2.706 -0.565
H 0.450 -2.873 1.189
H -0.216 -0.623 -1.300
H -0.782 1.736 -0.153
H -2.799 0.662 0.862
H -3.185 -1.243 0.126

The value obtained for the energy above the lowest of the compared OMol25 structures with the same formula, charge and spin is 100.2 kcal per mole. Its charge is +1.

Results of the Mulliken charge analysis, in e, for atoms 1 through 2: number 1, C, carries -0.971; number 2, C, carries -0.671



# 6
A gas-phase ion, H6O3PSi (charge +1). Source: OMol25; level of theory: ωB97M-V with the def2-TZVPD basis set.

CARTESIAN COORDINATES (ANGSTROEM)
O 1.110 -0.291 -1.418
O 0.679 1.178 0.529
O 1.565 -0.904 0.995
Si -1.841 -0.084 -0.136
P 0.488 -0.287 0.012
H 1.654 -1.142 -1.694
H 1.527 1.618 0.222
H 1.374 -0.533 1.867
H -2.273 -0.021 -1.625
H -1.741 1.324 0.261
H -2.540 -0.858 0.987

The value obtained for the energy above the lowest of the compared OMol25 structures with the same formula, charge and spin is 27.7 kcal per mole. Its charge is +1.

Results of the Mulliken charge analysis, in e, for atoms 1 through 2: number 1, O, carries -0.473; number 2, O, carries -0.493



# 7
6 unconnected molecules or ions with the total composition C54H44F10INS. Source: OMol25; level of theory: ωB97M-V with the def2-TZVPD basis set.

CARTESIAN COORDINATES (ANGSTROEM)
C 1.450 5.131 2.313
C 1.561 3.533 2.209
C 2.511 3.029 0.976
F 2.870 4.136 0.086
C 1.881 1.807 0.162
C 0.501 2.107 -0.533
C -0.217 3.545 -0.487
C -1.470 3.521 0.547
C -1.925 2.262 1.314
C -3.119 2.378 2.322
C -3.786 3.771 2.520
C -3.354 5.040 1.741
C -2.176 4.917 0.745
C -0.279 1.014 -1.371
I -2.173 1.562 -2.350
C 0.356 -0.393 -1.449
C 1.745 -0.672 -0.751
C 2.556 0.381 0.036
C 3.963 0.182 0.721
F 4.654 -1.024 0.463
F 4.828 1.220 0.194
C 3.842 0.277 2.346
F 3.592 -1.035 2.896
F 4.986 0.882 2.939
S 2.353 -2.411 -0.944
C 0.766 -3.381 -0.740
C 0.682 -4.703 0.061
C -0.691 -5.452 0.223
C -1.944 -4.807 -0.453
C -1.843 -3.463 -1.259
C -0.477 -2.708 -1.441
N -0.312 -1.461 -2.208
H 0.518 5.375 2.955
H 2.364 5.530 2.898
H 1.328 5.673 1.318
H 2.046 3.179 3.200
H 0.536 2.995 2.183
H 3.508 2.768 1.500
H 0.469 4.377 -0.085
H -0.542 3.912 -1.535
H -1.402 1.262 1.178
H -3.427 1.438 2.903
H -4.634 3.873 3.275
H -3.834 6.073 1.872
H -1.811 5.833 0.162
H 2.917 0.909 2.596
H 1.659 -5.075 0.543
H -0.710 -6.413 0.832
H -2.947 -5.349 -0.302
H -2.790 -3.002 -1.728
H -1.258 -1.204 -2.521
F -2.989 -7.026 -5.214
C -1.747 -6.512 -5.204
C -1.360 -5.687 -4.160
C -0.082 -5.161 -4.142
C 0.805 -5.449 -5.177
C 0.409 -6.274 -6.227
C -0.875 -6.814 -6.238
H -2.061 -5.463 -3.365
H 0.225 -4.524 -3.319
H 1.807 -5.031 -5.163
H 1.097 -6.495 -7.035
H -1.199 -7.464 -7.040
F -1.000 0.340 3.047
C -0.424 -0.073 4.189
C 0.624 -0.978 4.131
C 1.226 -1.402 5.312
C 0.764 -0.925 6.537
C -0.294 -0.020 6.582
C -0.888 0.412 5.401
H 0.965 -1.344 3.169
H 2.053 -2.103 5.279
H 1.230 -1.259 7.455
H -0.654 0.347 7.537
H -1.707 1.123 5.417
F -3.354 7.886 0.499
C -4.561 8.433 0.263
C -4.659 9.515 -0.599
C -5.905 10.079 -0.848
C -7.039 9.563 -0.225
C -6.929 8.481 0.642
C -5.684 7.908 0.884
H -3.765 9.908 -1.068
H -5.993 10.921 -1.527
H -8.010 10.008 -0.417
H -7.812 8.082 1.130
H -5.582 7.060 1.549
F 2.187 0.514 8.346
C 3.397 1.057 8.133
C 4.192 1.396 9.216
C 5.447 1.954 8.994
C 5.888 2.176 7.691
C 5.078 1.836 6.611
C 3.827 1.268 6.832
H 3.829 1.223 10.223
H 6.081 2.216 9.834
H 6.865 2.615 7.518
H 5.420 2.013 5.597
H 3.187 0.989 6.003
F 1.762 -8.217 -8.445
C 1.077 -8.302 -9.597
C -0.288 -8.544 -9.564
C -0.997 -8.626 -10.758
C -0.331 -8.478 -11.972
C 1.041 -8.241 -11.994
C 1.748 -8.147 -10.800
H -0.787 -8.665 -8.610
H -2.066 -8.807 -10.742
H -0.884 -8.547 -12.903
H 1.558 -8.130 -12.941
H 2.815 -7.955 -10.798

As for the SMILES: CC[C@H](F)c1c(Cc2ccccc2)c(I)c2c(c1C(F)(F)C(F)F)Sc1ccccc1N2.Fc1ccccc1.Fc1ccccc1.Fc1ccccc1.Fc1ccccc1.Fc1ccccc1. For the electronic energy, the calculation gives -3832.9332 Eh.

Results of the Mulliken charge analysis, in e, for atoms 1 through 2: number 1, C, carries -1.268; number 2, C, carries 0.306



no.,maximum force (eV Å⁻¹)
1,0.79
2,3.20
3,0.61
4,4.32
5,5.69
6,3.74
7,4.84